No. 1
An isolated molecule of C11H14N2O2 at a distorted geometry, computed with the ωB97M-V functional and the def2-TZVPD basis.

- SMILES string = CC(=O)OCC#C/C(C)=C/C=C\C=N\N
- M (g mol⁻¹) = 206.25
- total energy (eV) = -18704.91542
- total charge = 0
- gap between HOMO and LUMO (Eh) = 0.3009
- LUMO (eV) = 0.6
- ΔE to the lowest compared entry with this formula, charge and spin (eV) = 3.575

Each line ends with the Löwdin charge.
Element x y z (Å)
C1 -3.25 -2.89 2.66  0.026
C2 -3.18 -2.37 1.25  -0.541
O1 -3.40 -3.02 0.26  0.107
O2 -2.86 -1.07 1.24  -0.005
C3 -2.75 -0.42 -0.03  -0.160
C4 -1.36 -0.25 -0.41  0.054
C5 -0.19 -0.19 -0.69  0.021
C6 1.18 0.09 -0.95  -0.341
C7 2.15 -0.72 -0.14  -0.042
C8 1.52 0.53 -2.24  -0.086
C9 2.65 1.28 -2.49  -0.111
C10 3.17 2.15 -1.54  -0.109
C11 2.47 2.50 -0.39  -0.158
N1 1.61 1.72 0.21  -0.087
N2 0.69 2.25 1.06  0.051
H1 -2.78 -2.20 3.35  0.083
H2 -2.77 -3.87 2.71  0.090
H3 -4.30 -3.02 2.93  0.092
H4 -3.28 -1.01 -0.79  0.130
H5 -3.23 0.56 0.08  0.134
H6 3.16 -0.34 -0.27  0.083
H7 2.12 -1.76 -0.48  0.091
H8 1.90 -0.69 0.92  0.084
H9 0.80 0.38 -3.04  0.111
H10 3.03 1.35 -3.50  0.100
H11 3.99 2.80 -1.83  0.091
H12 2.59 3.52 -0.01  0.121
H13 0.01 1.56 1.33  0.077
H14 0.28 3.14 0.78  0.094

=====

No. 2
A cluster of 2 separate species, C11H14N2O2 in total at a distorted geometry, computed with the ωB97M-V functional and the def2-TZVPD basis.

- M (g mol⁻¹) = 206.25
- total energy (eV) = -18704.23401
- total charge = 0
- gap between HOMO and LUMO (Eh) = 0.2329
- LUMO (eV) = -1.0
- ΔE to the lowest compared entry with this formula, charge and spin (eV) = 4.256

Each line ends with the Löwdin charge.
Element x y z (Å)
N1 -2.09 -1.03 0.95  -0.289
O1 -1.22 -1.96 1.04  -0.129
O2 -2.00 -0.16 0.04  -0.126
C1 2.45 1.28 3.63  -0.032
N2 1.17 0.74 4.03  -0.205
C2 1.06 0.11 5.33  -0.044
C3 0.12 0.75 3.21  -0.040
C4 -1.12 0.17 3.49  -0.075
C5 -2.22 0.40 2.66  -0.056
C6 -3.57 -0.01 3.02  -0.233
C7 -4.67 0.75 2.61  -0.031
C8 -5.96 0.36 2.94  -0.077
C9 -6.16 -0.84 3.65  -0.080
C10 -5.07 -1.61 4.06  -0.076
C11 -3.77 -1.21 3.74  -0.021
H1 3.08 1.34 4.52  0.086
H2 2.94 0.66 2.87  0.102
H3 2.32 2.28 3.19  0.099
H4 1.98 0.33 5.87  0.086
H5 0.20 0.51 5.87  0.102
H6 0.93 -0.98 5.24  0.110
H7 0.29 1.19 2.22  0.158
H8 -1.20 -0.49 4.35  0.099
H9 -2.11 1.27 1.98  0.130
H10 -4.48 1.65 1.99  0.123
H11 -6.81 0.98 2.63  0.107
H12 -7.17 -1.14 3.92  0.101
H13 -5.21 -2.53 4.60  0.102
H14 -2.91 -1.82 3.99  0.112

=====

No. 3
A structure of composition C11H14N2O2S4Zn, computed with the ωB97M-V functional and the def2-TZVPD basis.

- M (g mol⁻¹) = 399.90
- total energy (eV) = -110467.36024
- <S²> = 0.766
- total charge = -1
- spin multiplicity = 2
- gap between HOMO and LUMO (alpha / beta) (Eh) = 0.1508 / 0.2365
- LUMO (alpha / beta) (eV) = 2.5 / 2.5
- ΔE to the lowest compared entry with this formula, charge and spin (eV) = 0.384

Each line ends with the Mulliken spin population.
Element x y z (Å)
Zn1 0.43 0.43 0.46  0.031
S1 -0.43 -2.79 3.44  0.001
C1 -0.18 -1.48 2.46  0.002
S2 -1.41 -0.74 1.48  0.002
S3 1.42 -0.76 2.26  -0.001
N1 3.26 2.40 1.28  0.002
C2 2.65 1.68 0.59  -0.001
H1 3.52 2.99 2.04  0.000
O1 0.06 2.14 -0.43  0.001
N2 -0.93 2.92 0.06  0.291
C3 -0.61 4.12 0.67  0.168
C4 -1.59 4.91 1.17  -0.098
C5 -2.95 4.54 1.10  0.414
C6 -3.24 3.31 0.46  -0.056
C7 -2.25 2.52 -0.04  0.138
H2 0.45 4.34 0.68  0.041
H3 -1.29 5.85 1.64  -0.005
H4 -3.73 5.17 1.51  0.043
H5 -4.26 2.95 0.37  -0.006
H6 -2.41 1.57 -0.52  0.031
O2 0.91 -0.79 -1.20  0.002
S4 1.84 -1.95 -0.89  -0.002
C8 0.80 -3.21 -0.09  0.000
C9 0.54 -4.34 -1.08  0.000
C10 0.58 -3.71 -2.47  0.000
C11 1.85 -2.87 -2.46  0.000
H7 -0.12 -2.65 0.15  0.000
H8 1.25 -3.51 0.86  0.000
H9 -0.42 -4.82 -0.87  0.000
H10 1.31 -5.11 -1.01  0.000
H11 -0.29 -3.06 -2.62  0.000
H12 0.59 -4.45 -3.27  0.000
H13 1.92 -2.12 -3.25  0.000
H14 2.74 -3.49 -2.46  0.000

=====

No. 4
An isolated molecule of C11H14N2O3 at a distorted geometry, computed with the ωB97M-V functional and the def2-TZVPD basis.

- SMILES string = N[C@@H](Cc1ccccc1)C(=O)NCC(=O)O
- M (g mol⁻¹) = 222.24
- total energy (eV) = -20753.09411
- total charge = 0
- gap between HOMO and LUMO (Eh) = 0.3378
- LUMO (eV) = 0.4
- ΔE to the lowest compared entry with this formula, charge and spin (eV) = 5.314

Each line ends with the Löwdin charge.
Element x y z (Å)
N1 -2.37 -0.81 -1.10  -0.004
C1 -1.45 0.31 -1.50  -0.229
C2 -1.07 1.44 -0.34  -0.157
C3 -0.54 1.23 0.90  -0.273
C4 -1.17 0.21 1.67  -0.043
C5 -0.83 0.04 2.97  -0.041
C6 0.24 0.88 3.62  -0.101
C7 0.69 1.94 3.00  -0.126
C8 0.40 2.03 1.62  -0.018
C9 -0.22 -0.50 -2.01  -0.474
O1 -0.47 -1.64 -2.50  -0.045
N2 0.94 -0.15 -1.74  0.131
C10 2.24 -0.96 -1.98  0.028
C11 2.36 -2.23 -0.95  -0.415
O2 3.44 -2.59 -0.56  0.101
O3 1.08 -2.83 -0.65  -0.004
H1 -3.37 -0.72 -1.46  0.087
H2 -1.78 -1.66 -1.69  0.126
H3 -1.67 0.90 -2.38  0.131
H4 -0.60 2.25 -0.98  0.132
H5 -2.13 1.91 -0.42  0.152
H6 -1.89 -0.43 1.26  0.076
H7 -1.07 -0.87 3.64  0.124
H8 0.55 0.69 4.66  0.105
H9 1.30 2.80 3.38  0.127
H10 0.63 2.90 1.12  0.069
H11 0.98 0.59 -1.16  0.085
H12 3.25 -0.37 -1.85  0.159
H13 1.92 -1.56 -2.96  0.164
H14 0.61 -2.80 -1.61  0.134

=====

No. 5
A structure of composition C11H14N2O4PPdSe, computed with the ωB97M-V functional and the def2-TZVPD basis.

- M (g mol⁻¹) = 454.60
- total energy (eV) = -100913.89908
- <S²> = 2.013
- total charge = +1
- spin multiplicity = 3
- gap between HOMO and LUMO (alpha / beta) (Eh) = 0.2497 / 0.2546
- LUMO (alpha / beta) (eV) = -4.0 / -4.7

Each line ends with the Mulliken spin population.
Element x y z (Å)
Pd1 -0.12 -1.23 -0.50  1.172
O1 3.86 0.21 1.36  0.001
C1 2.65 -0.02 0.83  -0.001
O2 2.45 -0.39 -0.29  0.005
C2 1.56 0.23 1.84  -0.003
C3 1.82 0.69 3.12  0.001
C4 0.75 0.87 3.98  -0.002
C5 -0.53 0.57 3.54  0.005
C6 -0.69 0.11 2.25  -0.013
N1 0.33 -0.05 1.42  0.047
C7 -2.01 -0.29 1.63  0.016
O3 -3.13 -0.16 2.31  0.000
O4 -2.06 -0.74 0.50  0.054
H1 4.51 0.02 0.67  0.000
H2 2.83 0.89 3.43  0.001
H3 0.91 1.22 4.99  0.000
H4 -1.37 0.71 4.21  0.001
H5 -2.97 0.19 3.20  0.002
Se1 0.34 -3.44 -1.51  0.358
C8 0.38 -3.35 0.35  -0.075
N2 0.37 -3.18 1.50  0.181
C9 -1.83 -0.62 -3.46  0.001
P1 -0.60 0.13 -2.37  0.220
C10 -1.26 1.77 -1.99  0.012
C11 0.85 0.43 -3.40  0.003
H6 -2.04 0.03 -4.32  0.006
H7 -2.75 -0.79 -2.91  -0.002
H8 -1.46 -1.58 -3.82  -0.005
H9 -1.47 2.32 -2.91  0.008
H10 -0.55 2.33 -1.39  0.001
H11 -2.19 1.67 -1.42  0.001
H12 0.57 1.03 -4.28  0.006
H13 1.27 -0.52 -3.73  0.000
H14 1.61 0.96 -2.83  0.001

=====

No. 6
A structure of composition C11H14N2O4S2Se2Ti, computed with the ωB97M-V functional and the def2-TZVPD basis.

- M (g mol⁻¹) = 508.16
- total energy (eV) = -198284.43942
- <S²> = 2.008
- total charge = -2
- spin multiplicity = 3
- gap between HOMO and LUMO (alpha / beta) (Eh) = 0.2389 / 0.2152
- LUMO (alpha / beta) (eV) = 4.5 / 3.8
- ΔE to the lowest compared entry with this formula, charge and spin (eV) = 0.000

Each line ends with the Mulliken spin population.
Element x y z (Å)
Ti1 0.59 -0.57 0.95  1.034
O1 -1.58 5.12 0.34  0.000
C1 -2.16 3.82 0.43  0.004
C2 -1.14 2.71 0.71  -0.011
C3 -1.94 1.41 0.61  0.003
O2 -1.32 0.31 1.30  -0.014
C4 -0.55 2.87 2.12  0.002
Se1 -1.74 2.37 3.61  0.005
C5 -0.02 2.76 -0.34  0.022
Se2 0.74 1.05 -0.96  -0.044
H1 -1.10 5.26 1.16  0.000
H2 -2.64 3.65 -0.53  0.000
H3 -2.92 3.79 1.22  0.000
H4 -2.06 1.10 -0.43  0.003
H5 -2.92 1.55 1.07  0.000
H6 -1.47 0.53 2.27  0.002
H7 -0.22 3.90 2.26  0.000
H8 0.35 2.27 2.19  0.004
H9 0.81 3.37 0.03  -0.003
H10 -0.38 3.24 -1.25  -0.001
S1 -0.44 -2.66 1.99  -0.009
C6 -0.09 -3.19 0.37  -0.002
C7 -0.26 -4.49 -0.13  -0.002
C8 0.14 -4.76 -1.42  0.000
C9 0.70 -3.76 -2.21  0.003
C10 0.81 -2.50 -1.67  0.001
N1 0.41 -2.22 -0.43  0.002
H11 -0.67 -5.25 0.51  0.001
H12 0.05 -5.76 -1.82  0.000
H13 1.09 -3.95 -3.20  0.000
H14 1.26 -1.68 -2.22  -0.006
O3 2.25 -0.50 2.02  0.448
O4 1.45 0.35 2.63  0.556
S2 4.16 -2.69 -2.68  0.000
C11 5.09 -3.45 -3.84  0.000
N2 5.74 -3.99 -4.64  0.000